Entry 1:
Entry from the OMol25 dataset: a 2-piece molecular cluster, C4H14NO2 overall in a non-equilibrium geometry (the ωB97M-V functional and the def2-TZVPD basis).

Computed properties:
**Molecular weight**: 108.161 g mol⁻¹
**Charge**: +1
**Relative energy (zero: lowest compared OMol25 entry of this formula, charge and spin)**: 69.0 kJ/mol
**HOMO-LUMO gap**: 11.4 eV
**Highest occupied orbital energy**: -14.424 eV
**Electronic energy**: -9954.046 eV

Each line ends with the Mulliken charge.
CARTESIAN COORDINATES (ANGSTROEM)
C1 -1.14917 -1.57091 1.75842  -1.473
C2 -0.48915 -0.77649 0.65028  0.331
C3 -1.43202 -0.41001 -0.46722  -0.857
C4 -0.72718 0.28596 -1.65189  -0.564
O1 0.63741 -0.17507 -1.79073  -0.496
N1 0.06648 0.54592 1.21692  -0.182
H1 -0.54287 -1.72878 2.65291  0.435
H2 -2.12369 -1.14882 2.03985  0.354
H3 -1.37275 -2.54052 1.32493  0.387
H4 0.39669 -1.26942 0.27162  0.335
H5 -2.19556 0.30329 -0.13048  0.335
H6 -2.04090 -1.27208 -0.75741  0.437
H7 -0.63103 1.35234 -1.46068  0.279
H8 -1.26219 0.07856 -2.58200  0.414
H9 0.67105 -0.75628 -2.55574  0.309
H10 -0.68950 1.23020 1.20739  0.416
H11 0.84585 0.93570 0.65224  0.216
H12 0.27925 0.44539 2.20719  0.365
H13 3.10711 2.32714 0.46324  0.305
H14 2.88732 0.91705 -0.13716  0.330
O2 2.43957 1.74567 0.06847  -0.678

Entry 2:
Entry from the OMol25 dataset: a 3-piece molecular cluster, C4H14NO2S overall in a non-equilibrium geometry (the ωB97M-V functional and the def2-TZVPD basis).

Computed properties:
**Molecular weight**: 140.228 g mol⁻¹
**Charge**: -1
**Relative energy (zero: lowest compared OMol25 entry of this formula, charge and spin)**: 144.5 kJ/mol
**HOMO-LUMO gap**: 6.5 eV
**Highest occupied orbital energy**: -3.035 eV
**Electronic energy**: -20795.437 eV

Each line ends with the Mulliken charge.
CARTESIAN COORDINATES (ANGSTROEM)
C1 1.59006 -1.30949 -0.96334  -0.883
N1 0.98882 -0.56637 0.14587  -0.393
C2 0.12722 0.49349 -0.32897  0.209
C3 -1.13320 -0.05617 -1.17645  -1.064
S1 -2.58356 1.09690 -0.60377  -0.644
C4 0.90673 1.67556 -1.03444  -1.400
H1 1.11987 -2.28463 -0.99515  0.343
H2 1.34667 -0.88307 -1.91838  0.311
H3 2.68441 -1.34318 -0.73772  0.250
H4 0.25324 -1.14350 0.66199  0.305
H5 -0.41922 0.83562 0.58460  0.338
H6 -0.94754 0.03514 -2.20095  0.356
H7 -1.40874 -1.11282 -1.02018  0.343
H8 1.56193 2.15418 -0.36268  0.374
H9 0.12876 2.43286 -1.31566  0.300
H10 1.37337 1.26218 -1.89107  0.333
H11 -3.09024 -0.66658 0.98512  0.273
H12 -2.14014 -1.75275 1.60509  0.266
O1 -2.85995 -1.21220 1.86584  -0.637
H13 0.85311 0.12778 2.46389  0.405
H14 0.65038 1.50490 2.94544  0.309
O2 0.99800 0.71216 3.29093  -0.693

Entry 3:
Entry from the OMol25 dataset: a 3-piece molecular cluster, C4H14NO3 overall in a non-equilibrium geometry (the ωB97M-V functional and the def2-TZVPD basis).

Computed properties:
**Molecular weight**: 124.160 g mol⁻¹
**Charge**: -1
**Relative energy (zero: lowest compared OMol25 entry of this formula, charge and spin)**: 95.0 kJ/mol
**HOMO-LUMO gap**: 7.2 eV
**Highest occupied orbital energy**: -3.557 eV
**Electronic energy**: -12007.912 eV

Each line ends with the Mulliken charge.
CARTESIAN COORDINATES (ANGSTROEM)
C1 -1.00495 -0.42737 -2.39091  -1.086
C2 0.25396 -0.14247 -1.58535  -0.584
N1 -0.18272 0.39093 -0.27320  -0.287
C3 0.88703 1.00211 0.51146  -0.716
C4 2.00015 -0.10063 0.89811  -0.568
O1 1.47075 -1.31524 1.08084  -0.890
H1 -0.88002 -1.19246 -3.16545  0.355
H2 -1.82074 -0.75276 -1.74818  0.285
H3 -1.33009 0.47017 -2.92347  0.251
H4 0.92275 0.60739 -2.00851  0.381
H5 0.80621 -1.06637 -1.41080  0.325
H6 -0.52711 -0.39824 0.23879  0.197
H7 1.27489 1.83272 -0.07726  0.436
H8 0.47659 1.28549 1.48155  0.317
H9 2.54287 0.31822 1.78122  0.350
H10 2.76859 0.01903 0.09690  0.242
H11 0.52362 -1.81631 2.14112  0.461
H12 -0.98772 -1.36491 2.70402  0.246
O2 -0.20639 -1.91605 2.87273  -0.758
H13 -2.98409 1.16279 0.50102  0.286
H14 -1.60152 1.57365 0.38991  0.483
O3 -2.40203 1.83029 0.88547  -0.725

Entry 4:
Entry from the OMol25 dataset: C4H14NO3 as an isolated structure in a non-equilibrium geometry (the ωB97M-V functional and the def2-TZVPD basis).

Computed properties:
**Molecular weight**: 124.160 g mol⁻¹
**Charge**: -1
**Relative energy (zero: lowest compared OMol25 entry of this formula, charge and spin)**: 100.6 kJ/mol
**HOMO-LUMO gap**: 7.8 eV
**Highest occupied orbital energy**: -4.175 eV
**Electronic energy**: -12007.854 eV

Each line ends with the Mulliken charge.
CARTESIAN COORDINATES (ANGSTROEM)
C1 -1.67125 0.63594 -2.14383  -0.967
N1 -0.81803 0.41971 -0.97914  -0.088
C2 0.55766 0.19751 -1.34273  -0.657
C3 -1.34535 -0.70166 -0.20122  -0.565
C4 -0.67225 -0.92528 1.16456  -0.548
O1 0.49683 -1.63156 1.12979  -0.714
H1 -2.66480 0.88299 -1.75451  0.299
H2 -1.87430 -0.29940 -2.69016  0.329
H3 -1.19564 1.35691 -2.80062  0.344
H4 1.19290 0.42632 -0.52107  -0.049
H5 0.88418 0.95093 -2.05952  0.404
H6 0.83593 -0.80833 -1.65154  0.309
H7 -2.41243 -0.53894 -0.03051  0.397
H8 -1.19639 -1.63393 -0.77227  0.351
H9 -1.42117 -1.54719 1.70960  0.305
H10 -0.68599 0.04634 1.69824  0.129
H11 0.97697 1.81121 2.23618  0.280
H12 2.23859 1.03831 2.44294  0.470
O2 1.85648 1.94281 2.60940  -0.725
H13 1.57500 -1.11075 1.42772  0.369
H14 2.77822 -0.02441 0.85651  0.261
O3 2.56485 -0.48751 1.67219  -0.934

Entry 5:
Entry from the OMol25 dataset: a 3-piece molecular cluster, C4H14NO3 overall in a non-equilibrium geometry (the ωB97M-V functional and the def2-TZVPD basis).

Computed properties:
**Molecular weight**: 124.160 g mol⁻¹
**Charge**: -1
**Relative energy (zero: lowest compared OMol25 entry of this formula, charge and spin)**: 0.0 kJ/mol
**HOMO-LUMO gap**: 8.6 eV
**Highest occupied orbital energy**: -4.761 eV
**Electronic energy**: -12008.896 eV

Each line ends with the Mulliken charge.
CARTESIAN COORDINATES (ANGSTROEM)
C1 -2.53252 -1.10471 0.07305  -1.700
C2 -1.23536 -0.35288 0.24750  0.420
C3 -0.28585 -1.08099 1.20072  -0.642
C4 1.07504 -0.45213 1.36296  -0.601
O1 0.96269 0.89851 1.74263  -0.624
N1 -0.65609 -0.10701 -1.10438  -0.761
H1 -3.07114 -1.30406 0.98778  0.376
H2 -3.16942 -0.59093 -0.62744  0.415
H3 -2.32721 -2.04725 -0.45189  0.317
H4 -1.37206 0.66253 0.61037  0.375
H5 -0.80088 -1.13723 2.17741  0.330
H6 -0.28421 -2.14437 0.94750  0.309
H7 1.61673 -0.96554 2.16168  0.346
H8 1.68066 -0.53009 0.45884  0.220
H9 0.03467 0.65692 -1.01075  0.473
H10 -0.06571 -0.89777 -1.34949  0.281
H11 2.02026 1.73964 -1.87028  0.407
H12 3.02950 0.78491 -2.56155  0.261
O2 2.61604 1.64341 -2.68558  -0.710
H13 0.93550 1.38674 0.83835  0.447
H14 0.70512 2.90332 -0.58648  0.109
O3 1.12423 2.03896 -0.56095  -1.048

Entry 6:
Entry from the OMol25 dataset: a 3-piece molecular cluster, C4H14NO3 overall in a non-equilibrium geometry (the ωB97M-V functional and the def2-TZVPD basis).

Computed properties:
**Molecular weight**: 124.160 g mol⁻¹
**Charge**: -1
**Relative energy (zero: lowest compared OMol25 entry of this formula, charge and spin)**: 140.8 kJ/mol
**HOMO-LUMO gap**: 6.9 eV
**Highest occupied orbital energy**: -3.223 eV
**Electronic energy**: -12007.437 eV

Each line ends with the Mulliken charge.
CARTESIAN COORDINATES (ANGSTROEM)
C1 0.34163 0.77586 -1.70886  -0.747
N1 -0.63944 1.04512 -0.65304  -0.429
C2 0.99943 1.96837 0.94042  -1.482
C3 -0.25172 1.10671 0.75462  0.254
C4 -0.08212 -0.35405 1.33527  0.373
O1 -1.23747 -1.03873 0.97763  -0.950
H1 1.06617 1.59144 -1.64027  0.313
H2 1.00399 -0.10092 -1.64455  0.015
H3 -0.27047 0.69773 -2.59928  0.392
H4 -1.34677 0.30857 -0.67631  0.280
H5 1.21910 2.14931 1.98795  0.415
H6 0.92184 2.86746 0.32483  0.362
H7 1.85640 1.39021 0.57726  0.308
H8 -1.12059 1.50804 1.28089  0.274
H9 0.05971 -0.29295 2.42442  0.400
H10 0.72866 -0.77013 0.72112  -0.644
H11 2.22018 -1.31801 0.19149  0.233
H12 2.82728 -0.76342 -1.13267  0.341
O2 3.02432 -0.99680 -0.22648  -0.693
H13 -3.10667 -1.96772 -0.25733  0.301
H14 -1.67606 -1.80470 -0.57011  0.416
O3 -2.51206 -2.12293 -1.01354  -0.731

Entry 7:
Entry from the OMol25 dataset: a 3-piece molecular cluster, C4H14NO3 overall in a non-equilibrium geometry (the ωB97M-V functional and the def2-TZVPD basis).

Computed properties:
**Molecular weight**: 124.160 g mol⁻¹
**Spin multiplicity**: 2
**Charge**: 0
**Relative energy (zero: lowest compared OMol25 entry of this formula, charge and spin)**: 355.6 kJ/mol
**HOMO-LUMO gap (spin up / spin down)**: 3.5 / 7.2 eV
**<S²>**: 0.754
**Highest occupied orbital energy (spin up / spin down)**: -3.500 / -7.237 eV
**Electronic energy**: -12002.818 eV

Each line ends with the Mulliken spin population.
CARTESIAN COORDINATES (ANGSTROEM)
O1 1.77032 1.34814 0.79004  0.287
C1 0.86367 1.12091 1.65156  0.608
C2 -0.15054 -0.09862 1.37089  0.038
N1 0.14451 -0.35932 -0.10478  -0.039
C3 1.24333 -1.27973 -0.21397  -0.002
C4 -1.56276 0.49928 1.45184  0.102
H1 0.81501 1.75792 2.55497  -0.007
H2 0.00575 -0.84883 2.16658  0.057
H3 -0.77056 -0.45713 -0.57768  0.001
H4 0.52998 0.48475 -0.60708  -0.008
H5 1.01439 -2.36878 0.03197  -0.002
H6 1.93325 -1.16661 0.60739  -0.004
H7 1.76315 -1.37711 -1.15932  0.008
H8 -1.96681 1.01229 0.58535  0.022
H9 -1.71768 1.19802 2.27597  -0.018
H10 -2.43416 -0.18197 1.42231  -0.053
H11 -0.22635 1.85083 -2.38038  0.001
H12 -0.11055 3.08648 -1.34808  0.001
O2 -0.31505 2.15953 -1.47790  0.005
H13 -1.05535 -2.34429 -2.17653  -0.002
H14 0.46746 -2.19511 -2.69935  0.000
O3 -0.24100 -1.84063 -2.16380  0.003

Entry 8:
Entry from the OMol25 dataset: a 3-piece molecular cluster, C4H14NO3S overall in a non-equilibrium geometry (the ωB97M-V functional and the def2-TZVPD basis).

Computed properties:
**Molecular weight**: 156.227 g mol⁻¹
**Spin multiplicity**: 2
**Charge**: 0
**Relative energy (zero: lowest compared OMol25 entry of this formula, charge and spin)**: 0.0 kJ/mol
**HOMO-LUMO gap (spin up / spin down)**: 4.4 / 7.9 eV
**<S²>**: 0.754
**Highest occupied orbital energy (spin up / spin down)**: -4.294 / -7.825 eV
**Electronic energy**: -22840.250 eV

Each line ends with the Mulliken spin population.
CARTESIAN COORDINATES (ANGSTROEM)
O1 -0.90201 1.74174 2.97093  0.268
C1 -1.50001 1.13484 1.97853  0.614
C2 -0.58067 0.72898 0.83868  0.024
C3 -0.70755 -0.74219 0.39785  0.137
C4 -2.07398 -1.00951 -0.18747  -0.033
S1 -2.34279 -0.05669 -1.73049  0.006
N1 0.76776 0.92712 1.42484  -0.012
H1 -2.56382 0.99201 1.89672  0.010
H2 -0.69454 1.36934 -0.02472  0.015
H3 0.06729 -0.93796 -0.35773  0.012
H4 -0.49426 -1.35321 1.27961  -0.007
H5 -2.83674 -0.80575 0.53588  -0.017
H6 -2.31439 -2.04370 -0.42319  0.001
H7 -2.55694 -1.10641 -2.52691  0.000
H8 0.91247 0.13403 2.03500  -0.004
H9 0.68088 1.77040 2.01381  -0.011
H10 1.47643 0.94316 0.68720  -0.005
H11 2.91166 0.21581 -1.12859  0.001
H12 3.77566 -0.41408 -0.03429  0.000
O2 2.92739 0.02677 -0.17514  -0.002
H13 2.21795 0.00628 -3.73216  -0.001
H14 1.59113 -1.12146 -2.87920  -0.002
O3 2.23910 -0.39954 -2.85915  0.005

Entry 9:
Entry from the OMol25 dataset: a 3-piece molecular cluster, C4H14NO4 overall in a non-equilibrium geometry (the ωB97M-V functional and the def2-TZVPD basis).

Computed properties:
**Molecular weight**: 140.159 g mol⁻¹
**Charge**: -1
**Relative energy (zero: lowest compared OMol25 entry of this formula, charge and spin)**: 194.1 kJ/mol
**HOMO-LUMO gap**: 6.9 eV
**Highest occupied orbital energy**: -3.447 eV
**Electronic energy**: -14053.829 eV

Each line ends with the Mulliken charge.
CARTESIAN COORDINATES (ANGSTROEM)
C1 -0.30698 0.81556 -0.90482  -0.531
C2 -0.41875 0.76407 0.68364  0.099
C3 -0.37807 -0.63647 1.27673  -0.555
O1 -1.74991 -1.06429 1.04523  -0.555
N1 0.86003 1.34130 1.14925  -0.610
C4 2.09488 0.52155 0.71232  -0.534
O2 1.98589 -0.37574 -0.25404  -0.803
H1 0.23301 -0.10722 -1.18939  -0.449
H2 0.00763 1.81952 -1.21301  0.344
H3 -1.40149 0.57377 -1.33313  0.338
H4 -1.28383 1.36852 0.96164  0.374
H5 0.28854 -1.36667 0.81915  0.364
H6 -0.16245 -0.50814 2.35421  0.291
H7 -1.81611 -2.00948 0.76608  0.285
H8 0.91470 2.26163 0.69989  0.319
H9 2.80599 1.29024 0.36321  0.321
H10 2.53696 -0.03858 1.52307  0.247
H11 1.10913 -1.53712 -2.48023  0.255
H12 2.20853 -0.56647 -1.82546  0.469
O3 1.99277 -1.13565 -2.57619  -0.728
H13 -2.97750 -0.24274 0.22446  0.442
H14 -3.21323 0.96065 -0.75848  0.341
O4 -3.63082 0.06627 -0.41051  -0.725

Entry 10:
Entry from the OMol25 dataset: a 2-piece molecular cluster, C4H14NOS overall in a non-equilibrium geometry (the ωB97M-V functional and the def2-TZVPD basis).

Computed properties:
**Molecular weight**: 124.229 g mol⁻¹
**Spin multiplicity**: 2
**Charge**: 0
**Relative energy (zero: lowest compared OMol25 entry of this formula, charge and spin)**: 131.8 kJ/mol
**HOMO-LUMO gap (spin up / spin down)**: 3.6 / 9.3 eV
**<S²>**: 0.750
**Highest occupied orbital energy (spin up / spin down)**: -3.024 / -8.834 eV
**Electronic energy**: -18743.816 eV

Each line ends with the Mulliken spin population.
CARTESIAN COORDINATES (ANGSTROEM)
C1 -0.42718 -0.72423 -0.22853  0.402
C2 0.73566 -0.09554 -1.15201  0.097
C3 1.12409 1.33938 -0.62456  0.295
S1 1.66922 1.33223 1.12444  0.038
C4 3.02490 0.13441 0.79349  0.068
N1 -1.51407 0.23409 0.32660  1.502
H1 0.08576 -1.17954 0.65417  0.089
H2 -1.07446 -1.49202 -0.78678  -0.286
H3 1.63220 -0.76922 -1.20392  0.009
H4 0.42625 -0.00448 -2.24739  -0.098
H5 1.98034 1.84767 -1.11500  -0.072
H6 0.24905 2.01965 -0.78004  -0.049
H7 3.73380 0.32640 1.72352  -0.005
H8 2.53309 -0.85741 0.64881  -0.004
H9 3.65252 0.46666 -0.09476  -0.007
H10 -1.79770 0.93784 -0.36952  -0.489
H11 -1.33849 0.83766 1.16486  0.033
H12 -2.31695 -0.30910 0.61679  -0.706
H13 -4.68683 -1.21724 1.08406  -0.138
H14 -3.81233 -1.79310 -0.09511  -0.021
O1 -3.87888 -1.03408 0.56088  0.344

Entry 11:
Entry from the OMol25 dataset: a 3-piece molecular cluster, C4H14NOS overall in a non-equilibrium geometry (the ωB97M-V functional and the def2-TZVPD basis).

Computed properties:
**Molecular weight**: 124.229 g mol⁻¹
**Charge**: +1
**Relative energy (zero: lowest compared OMol25 entry of this formula, charge and spin)**: 554.8 kJ/mol
**HOMO-LUMO gap**: 4.6 eV
**Highest occupied orbital energy**: -13.805 eV
**Electronic energy**: -18736.438 eV

Each line ends with the Mulliken charge.
CARTESIAN COORDINATES (ANGSTROEM)
C1 1.26631 0.91550 -0.72115  -0.423
C2 2.16171 0.22315 0.30111  -0.314
C3 1.49982 -1.07110 0.80623  -0.827
S1 -1.77150 -0.38089 -0.39139  0.141
C4 -3.25619 -1.35246 -0.36190  -0.727
N1 0.90328 0.08227 -1.84265  -0.203
H1 0.37295 1.38306 -0.32999  0.246
H2 1.83155 1.77910 -1.11683  0.342
H3 2.16588 0.83106 1.20536  0.273
H4 3.14119 0.05080 -0.13156  0.331
H5 0.40323 -1.00157 0.85690  0.058
H6 1.88347 -1.31504 1.79671  0.360
H7 -3.56243 -1.67475 -1.35745  0.319
H8 -4.09335 -0.69051 -0.08681  0.330
H9 -3.07610 -2.17150 0.33790  0.293
H10 -0.08253 0.03116 -2.02107  0.168
H11 1.71688 -1.92352 0.16210  0.345
H12 1.54200 0.17344 -2.61997  0.281
H13 -1.21747 2.55396 2.39638  0.299
H14 -1.19647 1.50304 1.27937  0.257
O1 -0.63223 2.05478 1.83873  -0.550